Entry 1:
Molecular formula: C28H56BClF7NO22P5S2
Method: DFT, ωB97M-V/def2-TZVPD

Geometry as XYZ:
```
123
C28H56BClF7NO22P5S2 (ωB97M-V/def2-TZVPD)
C -6.43311 -2.03141 -1.50664
C -5.78309 -0.66632 -1.66073
O -4.54351 -0.75221 -2.32784
C -4.23928 0.44113 -3.02797
C -2.81937 0.35965 -3.60484
C -1.87807 1.47591 -3.06672
C -0.91567 0.81308 -2.06192
C -0.05946 1.86708 -1.34507
C 0.68992 1.31971 -0.12302
N -0.22578 0.74709 0.95902
S -0.05047 -1.02335 1.17901
O -0.22926 -1.49671 2.50960
O 1.21918 -1.48711 0.71969
C -1.28688 -1.96759 0.11476
F -0.77394 -2.03497 -1.10424
F -2.49596 -1.42505 0.12411
C -1.42853 -3.46452 0.62265
F -0.29013 -3.99341 1.05011
F -1.75482 -4.14578 -0.49439
C -2.61738 -3.70637 1.61284
F -2.41567 -4.91295 2.15024
F -3.76367 -3.78687 0.93019
F -2.73989 -2.78697 2.55232
C -0.36159 1.61857 2.20194
P -1.34845 3.15723 1.50716
P -3.35084 2.58933 0.92463
O -4.33267 2.36879 1.99369
O -3.36902 1.35145 -0.08194
O -3.82645 3.87151 0.09815
P -1.64526 0.98080 3.36059
O -2.55059 0.19398 2.51367
O -1.20238 0.00428 4.53596
O -2.36216 2.19660 4.08878
C 0.98876 2.17342 2.75819
C 1.51801 1.44149 4.00679
C 2.12314 0.04212 3.78163
C 1.71764 -0.95023 4.87512
O 1.74420 -0.29224 6.14467
C 1.46952 -1.20607 7.16031
C 0.01910 -1.21721 7.60874
O 2.32831 -1.90317 7.61782
C 0.93891 3.66588 3.23588
C 2.33738 4.24919 3.46757
O 3.09096 4.59860 2.61974
Cl 2.82806 4.47782 5.18463
O 2.06928 2.07977 1.83970
C 1.81917 2.23972 0.45671
S 1.60104 3.98994 -0.10845
B 3.22615 1.77865 -0.25208
C 3.60837 2.08409 -1.74024
O 4.10738 1.04376 0.51463
H -6.59428 -2.50740 -2.47083
H -7.42130 -1.84806 -1.07856
H -5.89244 -2.66822 -0.81021
H -5.65871 -0.25170 -0.64585
H -6.48490 -0.00100 -2.17356
H -4.92522 0.50509 -3.88106
H -4.35868 1.33872 -2.41666
H -2.82584 0.36408 -4.69185
H -2.38185 -0.59370 -3.30371
H -1.26326 1.86845 -3.87679
H -2.44562 2.27754 -2.59673
H -0.25487 0.14818 -2.62151
H -1.53247 0.19702 -1.40324
H 0.72873 2.14651 -2.04245
H -0.63926 2.77335 -1.18215
H 1.24947 0.52010 -0.61264
H -1.16637 0.83373 0.51677
H -1.58911 4.04883 2.56482
H -3.96152 0.67614 0.28537
H -4.78584 3.76568 0.01199
H -1.08204 0.45189 5.38503
H -3.24886 1.84783 4.29530
H 2.35006 2.00011 4.42994
H 0.80394 1.48892 4.82791
H 3.20524 0.10014 3.89504
H 1.99115 -0.37438 2.78887
H 0.78613 -1.47556 4.66339
H 2.50547 -1.71007 4.89572
H -0.31233 -0.17993 7.64548
H -0.54308 -1.76186 6.85037
H -0.01945 -1.68305 8.58531
H 0.54469 4.38702 2.52173
H 0.41990 3.69126 4.19460
H 2.88362 4.39997 -0.12158
H 2.87421 2.63582 -2.31911
H 3.88438 1.13011 -2.20025
H 4.54313 2.65757 -1.72153
H 4.02421 0.12211 0.24221
C 10.45428 4.28021 -4.07917
O 9.08256 4.72476 -4.11899
P 8.14696 4.34227 -2.78898
O 7.67794 2.98949 -3.22424
O 7.05431 5.50313 -3.08256
C 7.03362 6.29901 -4.26550
O 7.67506 4.27338 -1.18683
C 8.72408 4.39370 -0.20154
H 10.93970 4.59370 -4.99857
H 10.97683 4.71242 -3.22566
H 10.48676 3.19103 -4.00743
H 6.84059 5.68074 -5.14211
H 7.96599 6.84332 -4.38997
H 6.22526 7.02130 -4.16698
H 9.23587 5.35406 -0.29678
H 9.44803 3.58309 -0.31737
H 8.27495 4.32999 0.78539
C -4.83626 -6.26203 -1.22914
O -5.41856 -7.26366 -2.07994
P -4.93137 -7.22736 -3.67502
O -5.87042 -6.23150 -4.25992
O -5.34276 -8.76365 -3.96406
C -6.12670 -9.56414 -3.08296
O -3.74732 -7.31760 -4.83936
C -2.42038 -6.92472 -4.43876
H -5.23285 -6.39172 -0.22575
H -3.74888 -6.35584 -1.20815
H -5.10340 -5.26737 -1.59654
H -7.13199 -9.15490 -2.98193
H -5.65711 -9.64937 -2.10620
H -6.20171 -10.55957 -3.51580
H -2.05667 -7.56042 -3.62723
H -2.41483 -5.88032 -4.11271
H -1.75974 -7.03281 -5.29404
```

Computed properties:
Total charge: +1
Energy (eV): -176808.8076

Entry 2:
Molecular formula: C28H56ClLiO11
Method: DFT, ωB97M-V/def2-TZVPD

Geometry as XYZ:
```
97
C28H56ClLiO11 (ωB97M-V/def2-TZVPD)
Li -2.17059 1.40161 3.80058
Cl -0.44936 1.04329 1.47017
O 0.36155 -0.08807 1.27980
O -1.75917 0.51413 1.67578
O 0.04627 1.73542 2.64995
O -0.38851 1.82894 0.26105
C 4.36185 -0.00885 3.04150
C 5.81394 0.09275 3.01754
C 6.07155 0.22327 1.53924
O 4.88191 0.70816 1.03043
C 3.79899 0.90379 2.00468
H 3.90412 0.31537 3.97609
H 4.05214 -1.05115 2.96536
H 6.22125 -0.84270 3.40111
H 6.14786 0.88013 3.69329
H 6.18632 -0.79018 1.15473
H 7.00513 0.73720 1.31034
H 2.80781 0.54995 1.72102
H 3.84752 1.98528 2.13169
C 1.26248 0.72152 -3.67570
C 2.32641 0.87270 -4.71097
C 3.42538 1.79962 -4.06261
O 3.13162 1.72910 -2.69306
C 1.74663 1.54524 -2.47664
H 1.08432 -0.30340 -3.35029
H 0.25093 1.00836 -3.96308
H 1.96536 1.39418 -5.59743
H 2.56192 -0.04496 -5.24997
H 3.39841 2.83363 -4.40642
H 4.42390 1.42895 -4.29424
H 1.30335 2.54102 -2.47103
H 1.58112 1.18390 -1.46168
C -3.01703 4.30840 -2.65045
C -3.89851 3.49614 -1.72309
C -3.22630 3.62698 -0.39634
O -2.13000 4.59372 -0.46577
C -2.45644 5.32985 -1.64126
H -3.48551 4.70806 -3.54983
H -2.14868 3.76319 -3.02036
H -3.95408 2.46141 -2.06125
H -4.90020 3.89441 -1.56156
H -2.77931 2.74632 0.06489
H -3.87868 4.12469 0.32115
H -1.55327 5.82094 -2.00351
H -3.15623 6.13157 -1.40537
C 3.42106 -2.78424 -1.21734
C 4.04654 -2.39294 -2.53599
C 4.85006 -1.14670 -2.14882
O 4.07464 -0.58187 -1.11898
C 3.09745 -1.48417 -0.53014
H 4.01273 -3.51860 -0.67078
H 2.52381 -3.29359 -1.56895
H 3.27852 -2.00003 -3.20221
H 4.61351 -3.12257 -3.11415
H 5.07594 -0.46100 -2.96545
H 5.75090 -1.53478 -1.67344
H 2.05997 -1.26731 -0.78451
H 3.11026 -1.67712 0.54257
C 0.22454 -0.08388 6.31907
C -0.16416 -1.13865 5.31180
C -1.63360 -0.92162 5.31204
O -1.76503 0.52717 5.36366
C -0.60368 1.08971 6.09142
H 1.27116 0.22048 6.31199
H 0.14851 -0.56395 7.29470
H 0.08341 -2.18353 5.49897
H 0.23061 -0.87178 4.33147
H -2.03852 -1.37745 6.21557
H -2.26140 -1.28573 4.49878
H -0.66212 1.55168 7.07695
H -0.13381 1.79963 5.41073
C -0.87224 -2.33797 -0.74818
C -0.52915 -2.55372 -2.25303
C -1.37905 -3.79467 -2.66300
O -2.52833 -3.70812 -1.72818
C -2.01953 -3.27651 -0.46665
H -1.17393 -1.32518 -0.48111
H -0.06848 -2.67837 -0.09534
H 0.50900 -2.70103 -2.55077
H -0.81983 -1.73873 -2.91591
H -0.91566 -4.77710 -2.57246
H -1.55709 -3.75248 -3.73753
H -1.79947 -4.13984 0.16131
H -2.80713 -2.72383 0.04553
C -6.40835 -1.74903 -1.13634
C -5.02632 -1.14161 -1.27733
C -4.73328 -0.56087 0.10869
O -5.94260 0.07559 0.41410
C -7.04642 -0.78221 -0.04788
H -6.32333 -2.78312 -0.80238
H -6.85496 -1.81482 -2.12847
H -5.05619 -0.39160 -2.06771
H -4.24536 -1.81033 -1.63931
H -3.87890 0.11597 0.11336
H -4.50414 -1.41168 0.75034
H -7.72617 -0.20797 -0.67740
H -7.52248 -1.38173 0.72803
```

Computed properties:
Relative energy (zero: lowest compared OMol25 entry of this formula, charge and spin) (kJ/mol): 0.0
Energy (eV): -65181.4217

Entry 3:
Molecular formula: C28H56O26P2S
Method: DFT, ωB97M-V/def2-TZVPD

Geometry as XYZ:
```
113
C28H56O26P2S (ωB97M-V/def2-TZVPD)
C -2.52563 2.12807 1.69733
C -3.32355 1.13836 0.81475
P -4.93882 0.83964 1.78729
O -5.64768 -0.48819 1.15115
O -4.34492 0.21993 3.15469
O -3.61276 1.84976 -0.41364
C -2.41836 1.89437 -1.06633
O -2.04080 2.79231 -1.73749
O -1.71797 0.75318 -0.81790
C -2.42360 0.02354 0.21523
S -3.28286 -1.35075 -0.64870
P -1.31734 -0.85553 1.38037
O -2.10366 -1.51727 2.42364
O -0.50156 -1.80859 0.41129
O -0.25898 0.14613 2.00628
H -2.76618 3.13137 1.35066
H -1.45570 1.99352 1.62241
H -2.80314 2.08340 2.74673
H -6.47552 -0.23113 0.72919
H -3.47880 -0.22055 3.10460
H -4.42447 -0.68843 -0.83632
H -0.24841 -2.62131 0.87388
H 0.32899 0.57458 1.36923
C -6.56977 -2.58243 5.40326
C -6.98365 -1.50118 4.43053
O -8.33737 -1.68122 3.96645
C -9.28842 -1.31921 4.82124
O -9.12565 -0.84021 5.91396
O -10.47275 -1.57291 4.25816
C -11.59755 -1.27592 5.09016
H -6.71594 -3.56774 4.95898
H -5.51565 -2.46477 5.65458
H -7.15383 -2.52896 6.32102
H -6.37459 -1.54404 3.53168
H -6.87751 -0.50809 4.86597
H -11.55024 -0.25130 5.45234
H -11.63465 -1.95993 5.93656
H -12.47173 -1.41345 4.46115
C 6.39652 3.44732 1.01023
C 5.07245 3.33008 1.72965
O 4.05710 2.73627 0.89431
C 4.13224 1.42056 0.74195
O 4.93253 0.67825 1.24999
O 3.15668 1.04564 -0.09337
C 3.15494 -0.35143 -0.41742
H 6.27402 3.99523 0.07540
H 7.10969 3.98232 1.63717
H 6.80690 2.46452 0.78269
H 4.67351 4.31058 1.97955
H 5.16352 2.75480 2.65038
H 3.14151 -0.95404 0.48857
H 4.02239 -0.61466 -1.02037
H 2.24571 -0.51948 -0.98861
C 5.65837 -1.35819 3.85756
C 6.32651 -0.00227 3.86612
O 6.95734 0.27857 5.13283
C 8.12062 -0.33057 5.33912
O 8.69456 -1.05654 4.56831
O 8.55607 0.00365 6.55587
C 9.78454 -0.62251 6.93671
H 4.95622 -1.44086 4.68858
H 5.11805 -1.48759 2.92043
H 6.39462 -2.15532 3.95048
H 5.59056 0.78689 3.74587
H 7.05636 0.08994 3.06378
H 10.55404 -0.45065 6.18736
H 9.63893 -1.69324 7.07050
H 10.06698 -0.16397 7.87935
C 2.58893 2.72082 -3.42296
C 4.02370 2.39268 -3.07424
O 4.67746 1.64691 -4.11743
C 5.07173 2.36242 -5.16861
O 4.96160 3.55390 -5.30111
O 5.61904 1.53069 -6.05558
C 6.04802 2.15792 -7.26836
H 2.04171 1.81125 -3.67508
H 2.10194 3.19672 -2.57169
H 2.53869 3.39747 -4.27460
H 4.05595 1.74316 -2.20449
H 4.59616 3.29312 -2.85222
H 6.71205 2.99291 -7.05648
H 5.18889 2.50993 -7.83698
H 6.57453 1.38892 -7.82497
C 4.31992 -6.30495 -1.63051
C 3.11109 -6.37588 -0.72521
O 2.31989 -5.17281 -0.78712
C 1.54144 -5.05823 -1.86308
O 1.42145 -5.86477 -2.74656
O 0.90597 -3.88730 -1.78630
C 0.06014 -3.58796 -2.90471
H 4.91584 -5.42097 -1.40093
H 4.94015 -7.18981 -1.48762
H 4.02083 -6.25826 -2.67632
H 3.41045 -6.44793 0.31844
H 2.48106 -7.23247 -0.96216
H -0.63814 -4.40153 -3.08675
H 0.66111 -3.41191 -3.79508
H -0.47732 -2.68500 -2.62951
C -7.44047 4.25711 -6.52100
C -7.48702 2.74893 -6.62331
O -6.18660 2.15689 -6.45597
C -5.75119 2.08588 -5.19894
O -6.35517 2.43621 -4.21724
O -4.53188 1.55090 -5.21068
C -3.90773 1.47431 -3.92322
H -6.71926 4.66349 -7.23079
H -8.42294 4.67356 -6.74444
H -7.15233 4.56983 -5.51872
H -7.79931 2.43655 -7.61789
H -8.17533 2.31931 -5.89600
H -4.56386 0.96535 -3.21821
H -3.66435 2.46795 -3.55555
H -2.99928 0.89644 -4.06717
```

Computed properties:
SMILES: C[C@@]1(P(O)O)OC(=O)O[C@@]1(S)P(=O)(O)O.CCOC(=O)OC.CCOC(=O)OC.CCOC(=O)OC.CCOC(=O)OC.CCOC(=O)OC.CCOC(=O)OC
Energy (eV): -112597.2094

Entry 4:
Molecular formula: C28H57BBrFIN2O21
Method: DFT, ωB97M-V/def2-TZVPD

Geometry as XYZ:
```
112
C28H57BBrFIN2O21 (ωB97M-V/def2-TZVPD)
C -1.09591 -6.08015 -4.01186
C -2.06457 -5.00795 -3.21472
C -1.24545 -3.57931 -2.93458
O -0.89227 -3.55728 -1.49135
C -0.53019 -2.17334 -1.09609
C -0.16981 -2.26978 0.53446
C -1.65073 -2.57038 1.17012
N -1.79420 -3.90777 1.86218
O 0.89622 -3.30491 0.74041
B 2.24882 -2.74670 0.51659
I 3.68603 -2.82272 2.22929
C 3.19401 -3.32940 -0.69590
C 2.56517 -4.59769 -1.52242
C 2.23562 -5.92347 -0.60119
F 2.15309 -7.08062 -1.56798
O 1.96760 -1.26738 0.49495
C 0.63428 -0.92008 1.08987
N 0.02000 0.43024 0.66687
Br 0.58364 -0.76282 3.12325
H -1.78656 -6.96023 -4.39901
H -0.59251 -5.60528 -4.97013
H -0.28292 -6.54241 -3.28231
H -2.26708 -5.46346 -2.15151
H -3.10246 -4.81400 -3.76764
H -1.99306 -2.71858 -3.22255
H -0.29459 -3.62747 -3.64335
H -1.42941 -1.40666 -1.21480
H 0.40373 -1.76964 -1.68218
H -2.50804 -2.52126 0.34223
H -1.94464 -1.74390 1.97778
H -1.51736 -3.87560 2.86935
H -1.32374 -4.68656 1.34378
H 4.26317 -3.66338 -0.30545
H 3.40483 -2.46513 -1.49111
H 1.65668 -4.25590 -2.20539
H 3.40943 -4.94277 -2.29245
H 3.08337 -6.19567 0.15932
H 1.20752 -5.84405 -0.04606
H -0.51669 0.82511 1.49432
H 0.79250 1.13757 0.51081
C 5.15259 -9.38400 -7.56667
O 4.46028 -9.85525 -6.41224
C 3.70288 -8.91501 -5.79284
O 3.57987 -7.75067 -6.13968
O 3.10608 -9.49453 -4.72083
C 2.27122 -8.61658 -3.96814
H 5.72559 -10.21804 -7.98101
H 4.44463 -9.04084 -8.32809
H 5.85184 -8.58548 -7.29833
H 1.44813 -8.24269 -4.58562
H 2.85534 -7.78742 -3.55601
H 1.84640 -9.18487 -3.13613
C -3.95871 3.55292 5.81185
O -2.58417 3.54803 5.43146
C -1.89994 2.44414 5.82465
O -2.35852 1.50144 6.45086
O -0.61727 2.57072 5.40047
C 0.22605 1.47348 5.74576
H -4.40726 4.48067 5.44616
H -4.48872 2.71087 5.35494
H -4.05772 3.52889 6.90190
H -0.13662 0.54831 5.28631
H 0.29425 1.36637 6.83315
H 1.22684 1.68113 5.35723
C -1.91780 -3.42293 -8.86542
O -2.42106 -3.22226 -7.54612
C -3.44704 -2.33757 -7.46847
O -3.94404 -1.73180 -8.40503
O -3.82429 -2.24362 -6.16844
C -4.90346 -1.34090 -5.93427
H -1.10153 -4.14830 -8.80904
H -2.69661 -3.83116 -9.51775
H -1.52009 -2.48802 -9.27327
H -5.80159 -1.66578 -6.46941
H -4.62503 -0.32281 -6.22499
H -5.12113 -1.34516 -4.86270
C 2.07129 5.17378 -3.74042
O 0.77456 4.60174 -3.58123
C 0.53251 4.10302 -2.34267
O 1.31092 4.11054 -1.40186
O -0.72550 3.59457 -2.33213
C -1.12031 3.03110 -1.08275
H 2.15522 5.54036 -4.76717
H 2.20554 6.02122 -3.06031
H 2.84837 4.41959 -3.57946
H -1.11363 3.79277 -0.29638
H -0.47076 2.19129 -0.81561
H -2.14173 2.65551 -1.18914
C 0.00179 6.96405 10.53763
O -0.09230 7.24587 9.14270
C -0.20508 6.14523 8.35707
O -0.23035 4.98738 8.74419
O -0.28490 6.55588 7.06625
C -0.40819 5.49602 6.11977
H 0.08794 7.91551 11.06956
H -0.90020 6.45316 10.88996
H 0.89468 6.36781 10.75167
H -1.32646 4.92639 6.29546
H 0.46832 4.84113 6.15729
H -0.46393 5.93909 5.12165
C -0.04220 8.93622 5.92375
O 0.97876 9.38743 5.03597
C 0.52282 10.11079 3.98229
O -0.64432 10.38795 3.75408
O 1.59024 10.47237 3.22660
C 1.25882 11.24472 2.07422
H 0.43534 8.36960 6.72783
H -0.57054 9.78594 6.36821
H -0.74102 8.27331 5.40339
H 0.78246 12.18667 2.36470
H 0.61199 10.67405 1.40006
H 2.18697 11.47751 1.54506
```

Computed properties:
Total charge: -1
Relative energy (zero: lowest compared OMol25 entry of this formula, charge and spin) (kJ/mol): 454.4
Energy (eV): -157474.3769

| no. | Kohn-Sham gap (eV) |
| --- | --- |
| 1 | 7.0 |
| 2 | 7.8 |
| 3 | 9.6 |
| 4 | 6.7 |